Here is a cluster of 12 separate species, C36H23Cl45F13NO4S in total from the OMol25 dataset. Energies are from the ωB97M-V functional and the def2-TZVPD basis.

Positions of all 123 atoms, in Å:
C 4.7830 0.9704 3.2132
N 5.6092 2.1213 2.7746
C 4.8098 3.3625 2.6422
C 3.5197 3.1639 1.8593
C 3.5866 2.9040 0.5530
C 2.2891 2.6442 -0.2466
O 2.1196 2.9953 -1.3858
C 1.2099 1.9099 0.5717
C 0.3521 0.9579 0.0282
C -0.5911 0.2899 0.8561
C -1.4449 -0.7904 0.1609
C -0.5247 -2.0517 0.0400
C -0.9318 -3.0071 -1.0938
F -1.6706 -2.4207 -2.0698
F 0.2318 -3.4245 -1.6974
C -1.6802 -4.3121 -0.6636
F -3.0147 -4.0977 -0.5405
F -1.5587 -5.1763 -1.7201
C -1.0724 -5.0590 0.5786
F -1.2223 -6.3893 0.3368
F 0.2654 -4.8763 0.6843
C -1.8237 -4.7955 1.9408
F -2.3177 -3.5388 2.0459
F -2.8510 -5.6769 1.9850
C -0.9307 -5.0513 3.1906
F -0.0906 -3.9772 3.2840
F -0.1862 -6.1651 3.0910
C -1.7265 -5.1281 4.5595
F -1.0643 -4.4020 5.4732
F -1.8142 -6.4068 4.9363
F -2.9693 -4.6190 4.4929
C -0.6890 0.5842 2.2215
C -1.6804 -0.1631 3.1211
C -3.1985 0.1066 2.8486
C -3.5520 1.5678 2.4222
C -4.1690 1.5574 0.9892
S -5.9729 1.3041 1.0381
O -6.4996 2.4842 1.6719
O -6.4905 1.0968 -0.2845
Cl -6.4114 -0.3360 2.2093
C 0.1917 1.5706 2.7684
C 0.1029 1.8802 4.2671
C 1.1385 2.2191 1.9716
C 2.1425 3.2339 2.5155
O 1.9077 4.0548 3.3715
H 3.9359 1.3276 3.8308
H 5.4423 0.2864 3.7743
H 4.4387 0.3923 2.3381
H 6.2308 2.3099 3.5605
H 5.4540 4.0939 2.1145
H 4.6453 3.7995 3.6572
H 4.5401 2.8176 0.0123
H 0.4284 0.6931 -1.0540
H -1.7373 -0.4013 -0.8222
H -2.3421 -1.0079 0.7563
H -0.3829 -2.5325 1.0159
H 0.4661 -1.6523 -0.2427
H -1.5171 -1.2436 2.9282
H -1.5076 -0.0216 4.1923
H -3.7198 -0.0786 3.8062
H -3.6319 -0.6240 2.1481
H -4.3579 1.9225 3.0933
H -2.7245 2.2831 2.5298
H -3.6996 0.7335 0.4290
H -4.0110 2.4806 0.4176
H -0.9572 1.8251 4.5665
H 0.6566 1.1238 4.8539
H 0.4478 2.8834 4.5365
Cl 0.3504 1.2880 -5.6788
C 0.8912 0.0679 -4.5195
Cl 0.9449 0.7751 -2.8838
Cl -0.2180 -1.3061 -4.5444
Cl 2.5163 -0.4732 -4.9619
Cl -6.2748 -8.6255 -1.8778
C -5.8532 -8.0414 -0.2654
Cl -7.3310 -7.6699 0.6352
Cl -4.9335 -9.2843 0.5963
Cl -4.8750 -6.5802 -0.4188
Cl 3.2317 -1.1971 -7.8528
C 2.5784 0.0365 -8.9397
Cl 2.9344 1.6420 -8.2867
Cl 3.3194 -0.1293 -10.5385
Cl 0.8262 -0.1698 -9.0785
Cl 5.5780 3.5948 -10.6108
C 6.0032 4.2229 -9.0127
Cl 4.5249 4.5429 -8.0948
Cl 6.9829 3.0282 -8.1507
Cl 6.9224 5.7234 -9.1917
Cl 0.9407 6.1841 -2.1844
C 1.3498 6.7612 -0.5672
Cl -0.1253 7.1181 0.3446
Cl 2.2770 5.5083 0.2752
Cl 2.3286 8.2304 -0.7053
Cl -1.2143 7.0283 -4.9312
C -0.5626 5.7207 -5.9263
Cl 0.6369 6.3738 -7.0516
Cl 0.2134 4.5080 -4.8909
Cl -1.8838 4.9728 -6.8427
Cl 6.6166 6.5786 6.2334
C 5.3748 5.3904 6.6500
Cl 4.4021 5.0251 5.2128
Cl 6.1479 3.9045 7.2242
Cl 4.3339 6.0437 7.9226
Cl -2.6705 1.2613 -2.6801
C -3.6067 2.7345 -2.9873
Cl -5.3135 2.3211 -3.1633
Cl -3.4021 3.8640 -1.6349
Cl -3.0151 3.5052 -4.4569
Cl -3.7917 -5.5743 -6.3362
C -3.7447 -5.8108 -4.5811
Cl -5.4012 -5.9714 -3.9788
Cl -2.8378 -7.2848 -4.2093
Cl -2.9434 -4.4210 -3.8324
Cl 7.3872 1.7871 -3.3262
C 7.8711 2.3790 -1.7312
Cl 6.4224 2.7379 -0.7727
Cl 8.8289 1.1425 -0.9063
Cl 8.8349 3.8506 -1.9135
Cl -4.2619 -6.5744 6.2234
C -4.7566 -7.9673 7.1939
Cl -6.1561 -8.7441 6.4403
Cl -3.4192 -9.1228 7.2863
Cl -5.1859 -7.4303 8.8245

Properties
SMILES = CNCC1=CC(=O)c2cc(CCC(F)(F)C(F)(F)C(F)(F)C(F)(F)C(F)(F)C(F)(F)F)c(CCCCS(=O)(=O)Cl)c(C)c2C1=O.ClC(Cl)(Cl)Cl.ClC(Cl)(Cl)Cl.ClC(Cl)(Cl)Cl.ClC(Cl)(Cl)Cl.ClC(Cl)(Cl)Cl.ClC(Cl)(Cl)Cl.ClC(Cl)(Cl)Cl.ClC(Cl)(Cl)Cl.ClC(Cl)(Cl)Cl.ClC(Cl)(Cl)Cl.ClC(Cl)(Cl)Cl
E = -657051.074 eV
gap between HOMO and LUMO = 0.3062 Ha
multiplicity = 1

Mulliken population analysis, charges in e, atoms 1 to 99:
1. C -0.748
2. N -0.352
3. C -0.420
4. C 2.135
5. C 0.000
6. C -0.283
7. O -0.620
8. C 1.225
9. C 0.271
10. C 0.078
11. C 0.816
12. C -1.256
13. C 1.236
14. F -0.125
15. F -0.431
16. C 0.515
17. F -0.287
18. F -0.329
19. C 0.323
20. F -0.300
21. F -0.304
22. C 0.487
23. F -0.246
24. F -0.303
25. C 0.693
26. F -0.273
27. F -0.280
28. C 0.677
29. F -0.275
30. F -0.241
31. F -0.241
32. C 0.532
33. C -0.804
34. C -0.399
35. C -0.749
36. C 0.398
37. S 1.107
38. O -0.570
39. O -0.509
40. Cl -0.220
41. C 1.243
42. C -2.266
43. C 0.659
44. C 0.078
45. O -0.649
46. H 0.231
47. H 0.407
48. H 0.178
49. H 0.296
50. H 0.527
51. H -0.765
52. H -1.167
53. H -0.824
54. H -0.993
55. H -0.130
56. H 0.343
57. H 0.637
58. H -0.883
59. H 0.757
60. H 0.637
61. H 0.308
62. H 0.560
63. H 0.235
64. H -0.021
65. H -0.349
66. H 0.445
67. H 0.317
68. H 0.441
69. Cl -0.016
70. C 0.153
71. Cl 0.023
72. Cl -0.040
73. Cl -0.119
74. Cl -0.091
75. C 0.286
76. Cl -0.114
77. Cl -0.107
78. Cl -0.010
79. Cl -0.084
80. C 0.270
81. Cl 0.021
82. Cl -0.110
83. Cl -0.082
84. Cl -0.085
85. C 0.301
86. Cl -0.049
87. Cl -0.085
88. Cl -0.105
89. Cl 0.004
90. C 0.090
91. Cl -0.115
92. Cl 0.102
93. Cl -0.113
94. Cl -0.086
95. C 0.223
96. Cl -0.095
97. Cl 0.147
98. Cl -0.111
99. Cl -0.104

---

Here is a structure of composition C36H23F15GeIrN7S from the OMol25 dataset. Energies are from the ωB97M-V functional and the def2-TZVPD basis.

Positions of all 84 atoms, in Å:
Ir -1.3872 -0.0529 -1.6321
C -2.2451 2.8847 -0.5982
N -2.6842 1.5257 -0.2843
C -2.7116 1.1818 1.1332
C -2.4718 -0.2803 1.3000
N -2.0532 -1.0829 0.3286
C -1.9405 -2.3388 0.8784
C -1.5803 -3.5717 0.3242
C -1.5837 -4.6752 1.1548
C -1.9346 -4.5819 2.5041
C -2.3034 -3.3664 3.0747
C -2.3057 -2.2586 2.2429
N -2.6304 -0.9345 2.4602
C -2.0619 2.9797 -2.0740
N -1.8182 1.9106 -2.8298
C -1.7829 2.3602 -4.1279
C -1.6366 1.6905 -5.3485
C -1.7485 2.4242 -6.5121
C -1.9909 3.8002 -6.4929
C -2.1333 4.4930 -5.2927
C -2.0206 3.7560 -4.1257
N -2.1756 4.0987 -2.7997
H -1.2864 3.0762 -0.1030
H -2.9620 3.6483 -0.2647
H -3.6097 1.3816 -0.6837
H -3.6601 1.4587 1.6142
H -1.9161 1.7325 1.6441
H -1.3199 -3.6618 -0.7190
H -1.3163 -5.6397 0.7521
H -1.9277 -5.4713 3.1161
H -2.5962 -3.2973 4.1121
H -2.9903 -0.5539 3.3226
H -1.4809 0.6263 -5.3835
H -1.6563 1.9283 -7.4674
H -2.0863 4.3327 -7.4287
H -2.3560 5.5493 -5.2836
H -2.3339 5.0374 -2.4589
N 0.0133 -0.9609 -3.3385
C -0.4850 -2.2852 -3.7315
C -1.9678 -2.1526 -4.0582
N -2.6949 -1.6968 -2.8594
H -0.0050 -0.3343 -4.1419
H 0.9856 -1.0212 -3.0480
H -0.3405 -2.9732 -2.8929
H 0.0551 -2.6856 -4.5980
H -2.3593 -3.1040 -4.4294
H -2.1051 -1.4044 -4.8437
H -2.8564 -2.4793 -2.2280
H -3.6061 -1.3406 -3.1367
F 4.0410 0.7647 3.2640
C 3.6974 1.9268 2.6943
C 2.6491 1.8726 1.7956
C 2.2086 3.0590 1.2400
F 1.1374 3.0364 0.4279
C 2.8233 4.2748 1.5324
F 2.3635 5.3858 0.9790
C 3.9102 4.3060 2.4107
F 4.5034 5.4438 2.6863
C 4.3519 3.1149 3.0076
F 5.3580 3.1213 3.8521
Ge 1.9396 0.0368 1.4976
S 0.7623 0.2135 -0.3967
C 1.1633 -0.4265 3.2824
C 1.6290 -1.4322 4.1112
F 2.5104 -2.3035 3.6278
C 1.2004 -1.5433 5.4350
F 1.6699 -2.5093 6.1992
C 0.2703 -0.6301 5.9429
F -0.1694 -0.7436 7.1784
C -0.2039 0.3963 5.1204
F -1.1073 1.2664 5.5585
C 0.2687 0.4790 3.8204
F -0.1466 1.4686 2.9913
C 3.2830 -1.3332 1.0006
C 2.8155 -2.6302 0.8762
F 1.4842 -2.7936 1.0339
C 3.6543 -3.7005 0.5995
F 3.1652 -4.9226 0.4712
C 5.0223 -3.4541 0.4303
F 5.8420 -4.4450 0.1635
C 5.5103 -2.1419 0.5066
F 6.7834 -1.8952 0.2930
C 4.6256 -1.0958 0.7862
F 5.0515 0.1638 0.8338

Properties
E = -159060.627 eV
<S²> = 0.76
total charge = +3
gap between HOMO and LUMO (alpha / beta) = 0.1958 / 0.1677 Ha
multiplicity = 2

Just the Mulliken charges please, in e? Sure, here they are:
1. Ir 2.403
2. C -0.294
3. N -0.357
4. C -0.730
5. C 0.052
6. N -0.100
7. C 0.705
8. C -0.116
9. C -0.902
10. C -0.696
11. C -1.075
12. C 0.268
13. N 0.198
14. C -0.056
15. N -0.027
16. C 0.730
17. C -0.103
18. C -0.941
19. C -0.550
20. C -0.986
21. C 0.426
22. N -0.018
23. H 0.087
24. H 0.576
25. H 0.315
26. H 0.548
27. H 0.194
28. H 0.092
29. H 0.505
30. H 0.457
31. H 0.533
32. H 0.302
33. H -0.141
34. H 0.460
35. H 0.431
36. H 0.429
37. H 0.270
38. N -0.550
39. C -0.534
40. C -0.579
41. N -0.664
42. H 0.144
43. H 0.314
44. H 0.243
45. H 0.487
46. H 0.473
47. H 0.320
48. H 0.202
49. H 0.280
50. F -0.368
51. C 0.413
52. C -0.009
53. C -0.268
54. F -0.006
55. C -0.118
56. F -0.280
57. C 0.606
58. F -0.244
59. C 0.120
60. F -0.243
61. Ge 0.731
62. S -0.582
63. C 0.718
64. C 0.177
65. F -0.227
66. C 0.135
67. F -0.270
68. C 0.639
69. F -0.260
70. C 0.038
71. F -0.303
72. C 0.042
73. F -0.529
74. C 0.045
75. C 0.038
76. F 0.151
77. C -0.210
78. F -0.271
79. C 0.527
80. F -0.248
81. C 0.170
82. F -0.251
83. C 0.375
84. F -0.265

---

Here is a cluster of 7 separate species, C36H24BF4O24 in total from the OMol25 dataset. Energies are from the ωB97M-V functional and the def2-TZVPD basis.

Positions of all 89 atoms, in Å:
B -0.3954 0.4944 1.5340
F -0.5104 0.3814 2.9440
F 0.8016 -0.0096 1.0020
F -1.5194 -0.0156 0.8930
F -0.2964 1.8524 1.3240
C 2.9686 0.9284 -3.7010
C 4.1706 1.8234 -4.1500
C 4.9266 2.6424 -3.2080
O 5.9666 3.2314 -3.5770
C 4.5626 2.5504 -1.7550
C 3.5326 1.6314 -1.3260
C 2.7166 0.8684 -2.2650
O 1.8136 0.0654 -1.8390
O 3.1246 1.5344 0.0470
O 4.3776 1.9954 -5.3610
H 2.2706 0.3604 -4.3280
H 5.0556 3.1444 -1.0120
H 2.2976 1.0324 -0.0030
H 4.9466 2.6594 -5.5370
C -3.4704 -2.2176 -4.2010
C -2.1124 -1.7226 -4.7360
C -1.1164 -1.3076 -3.8290
O 0.0126 -0.8706 -4.2200
C -1.3724 -1.3046 -2.4300
C -2.8094 -1.6656 -1.8560
C -3.9134 -2.0046 -2.8010
O -4.9974 -2.3496 -2.4310
O -3.1044 -1.3706 -0.5870
O -1.7464 -1.7856 -6.0560
H -4.3574 -2.4046 -4.7970
H -0.7924 -0.9996 -1.7430
H -2.3754 -0.7446 -0.0830
H -0.9274 -1.5586 -5.8580
C -2.0514 2.0454 -3.9830
C -3.3124 1.6874 -3.2970
C -3.5084 1.9374 -1.8990
O -4.5684 1.7414 -1.2810
C -2.2594 2.4894 -1.0770
C -0.9814 2.6114 -1.8680
C -0.8634 2.3544 -3.3140
O 0.2346 2.5084 -3.9260
O 0.2406 2.5194 -1.1890
O -4.5304 1.3074 -3.8980
H -2.0814 2.0114 -5.0630
H -2.3674 2.4784 -0.0130
H 0.1356 2.4854 -0.2170
H -5.1244 1.1634 -3.1800
C 0.9606 -5.0496 -0.5050
C 1.4296 -3.6116 -0.0470
C 2.7796 -3.2796 0.1470
O 3.2046 -2.1536 0.3250
C 3.7576 -4.3136 -0.0240
C 3.3156 -5.8406 -0.2500
C 1.9256 -6.1636 -0.5180
O 1.6326 -7.2946 -0.7490
O 4.3366 -6.8296 -0.1540
O 0.5026 -2.5236 -0.0910
H -0.0464 -5.2536 -0.8680
H 4.8006 -4.0576 0.0450
H 5.0196 -6.3946 0.0280
H 1.0246 -1.7526 0.1680
C -4.7984 -3.3066 3.8320
C -3.8844 -4.1986 3.1540
C -2.5144 -3.8436 2.7640
O -1.6884 -4.6256 2.1920
C -2.1374 -2.4486 3.0860
C -3.1574 -1.5576 3.7240
C -4.4354 -1.9406 4.1650
O -5.1984 -1.2596 4.8620
O -3.1444 -0.1586 3.4350
O -4.2204 -5.4936 2.6970
H -5.7824 -3.6276 4.3850
H -1.2394 -2.2446 2.9480
H -2.2154 0.0444 3.1190
H -3.4914 -5.9826 2.1570
C 0.5556 5.7034 5.0860
C 0.6786 4.2354 4.9210
C 1.9506 3.6494 4.5940
O 2.1606 2.4054 4.4360
C 3.1566 4.5304 4.4580
C 2.9646 6.0694 4.6750
C 1.6926 6.6274 5.0340
O 1.5556 7.8774 5.2600
O 4.0176 7.0044 4.7790
O -0.3984 3.3374 4.9780
H -0.4434 6.0394 5.2910
H 4.0706 4.2714 4.0290
H 4.7106 6.5584 4.3450
H -0.0934 2.6474 4.2350

Properties
E = -98396.094 eV
total charge = -1
gap between HOMO and LUMO = 0.2104 Ha
multiplicity = 1

Just the Mulliken charges please, in e? Sure, here they are:
1. B 0.353
2. F -0.475
3. F -0.392
4. F 0.023
5. F -0.517
6. C -0.749
7. C 0.180
8. C 0.714
9. O -0.652
10. C -0.966
11. C 0.306
12. C 0.754
13. O -0.234
14. O -0.570
15. O -0.404
16. H 0.471
17. H 0.473
18. H 0.250
19. H 0.299
20. C -0.920
21. C -0.125
22. C 0.685
23. O -0.626
24. C -0.588
25. C 0.288
26. C 0.455
27. O -0.571
28. O -0.519
29. O -0.589
30. H 0.331
31. H 1.441
32. H 0.520
33. H 0.390
34. C -0.704
35. C -0.031
36. C 1.218
37. O -0.663
38. C -0.861
39. C 0.252
40. C 0.695
41. O -0.682
42. O -0.439
43. O -0.612
44. H 0.422
45. H 0.608
46. H 0.403
47. H 0.374
48. C -0.729
49. C 0.022
50. C 1.021
51. O -0.553
52. C -0.713
53. C 0.528
54. C 0.352
55. O -0.542
56. O -0.400
57. O -0.021
58. H 0.481
59. H 0.331
60. H 0.254
61. H 0.002
62. C -0.799
63. C 0.378
64. C 0.902
65. O -0.652
66. C -1.697
67. C 0.683
68. C 0.347
69. O -0.583
70. O -0.530
71. O -0.590
72. H 0.272
73. H 1.403
74. H 0.447
75. H 0.384
76. C -0.670
77. C 0.209
78. C 0.891
79. O -0.581
80. C -0.656
81. C 0.412
82. C 0.472
83. O -0.591
84. O -0.410
85. O -0.529
86. H 0.436
87. H 0.375
88. H 0.309
89. H 0.320

---

What is the E in the third record?
-98396.094 eV

---

Which of these has the highest E?
C36H24BF4O24